(1)
Formula: C16H33O12P3S
Source: the OMol25 dataset
Level of theory: the ωB97M-V functional and the def2-TZVPD basis

Geometry as ORCA input:
```
! wB97M-V def2-TZVPD RIJCOSX def2/J DEFGRID3
* xyz 0 1
O -0.598 -3.752 -8.569
C -0.145 -2.688 -8.336
O 0.049 -1.669 -9.263
C 1.164 -0.982 -8.837
O 1.994 -0.447 -9.485
C 1.123 -1.031 -7.318
P 1.963 0.144 -6.236
S 1.051 1.869 -6.425
C 0.342 -2.060 -7.039
O 0.043 -2.420 -5.771
H 3.299 0.316 -6.646
H 1.898 -0.294 -4.900
H -0.870 -2.147 -5.623
O 2.029 -0.893 -2.446
P 2.046 -1.179 -0.977
O 3.388 -2.105 -0.778
C 4.666 -1.477 -0.897
C 4.935 -0.485 0.220
O 0.852 -2.301 -0.915
C 0.016 -2.579 -2.031
C 0.585 -3.701 -2.873
O 1.880 -0.818 0.606
C 0.969 -1.450 1.522
C 1.409 -2.842 1.921
H 4.743 -0.985 -1.872
H 5.410 -2.272 -0.869
H 4.253 0.368 0.166
H 5.956 -0.105 0.156
H 4.793 -0.953 1.194
H -0.156 -1.680 -2.622
H -0.957 -2.879 -1.633
H 1.628 -3.522 -3.133
H 0.013 -3.815 -3.792
H 0.556 -4.646 -2.328
H -0.043 -1.437 1.128
H 0.951 -0.820 2.413
H 1.586 -3.492 1.068
H 0.644 -3.300 2.551
H 2.342 -2.799 2.486
O -1.473 1.029 2.792
P -2.539 1.907 3.358
O -1.892 3.415 3.272
C -1.770 4.024 1.984
C -3.116 4.344 1.359
O -2.331 1.577 4.951
C -1.482 0.531 5.417
C -0.080 1.043 5.678
O -4.076 2.417 3.595
C -4.748 2.493 4.861
C -4.270 3.648 5.714
H -1.186 3.374 1.325
H -1.203 4.944 2.125
H -3.673 3.431 1.130
H -2.983 4.900 0.430
H -3.727 4.935 2.040
H -1.482 -0.311 4.728
H -1.916 0.169 6.352
H 0.317 1.586 4.820
H 0.595 0.217 5.911
H -0.080 1.738 6.519
H -4.685 1.543 5.388
H -5.805 2.641 4.631
H -3.194 3.644 5.865
H -4.756 3.609 6.689
H -4.522 4.598 5.240
*
```

E_LUMO in eV: -0.93
SMILES: O=C1OC(=O)C([PH2]=S)=C1O.CCOP(=O)(OCC)OCC.CCOP(=O)(OCC)OCC
E_tot in eV: -80399.5958



(2)
Formula: C16H34BClN2O3
Source: the OMol25 dataset
Level of theory: the ωB97M-V functional and the def2-TZVPD basis

Geometry as ORCA input:
```
! wB97M-V def2-TZVPD RIJCOSX def2/J DEFGRID3
* xyz -1 2
C 1.344 -5.004 -2.360
N 1.615 -3.929 -3.312
C 0.385 -3.520 -3.984
C -0.318 -2.296 -3.318
C -1.852 -2.219 -3.641
C -2.696 -3.435 -3.119
C -3.559 -3.060 -1.863
Cl -2.554 -2.497 -0.475
C 0.188 -0.855 -3.867
O 0.321 0.024 -2.762
B 0.880 -0.920 -1.738
O 0.060 -2.147 -1.964
H 0.436 -4.775 -1.750
H 2.178 -5.212 -1.669
H 1.094 -5.922 -2.942
H 2.099 -3.148 -2.886
H -0.293 -4.402 -3.977
H 0.619 -3.259 -5.039
H -1.914 -2.221 -4.753
H -2.313 -1.282 -3.282
H -3.449 -3.675 -3.905
H -2.104 -4.335 -2.880
H -4.123 -3.963 -1.561
H -4.241 -2.247 -2.164
H 1.059 -0.855 -4.559
H -0.670 -0.383 -4.406
H 0.648 -0.572 -0.602
H 2.055 -1.005 -2.064
C 1.079 0.602 3.143
C 0.069 1.497 2.375
C 0.719 2.081 1.108
C 1.703 3.208 1.390
C 1.036 4.292 2.230
C 0.420 3.741 3.523
N -0.455 2.560 3.284
O -1.591 2.999 2.793
C 1.559 3.382 4.500
C -0.341 4.874 4.231
C -1.027 0.527 1.907
H 2.046 0.549 2.640
H 1.251 0.931 4.167
H 0.713 -0.420 3.247
H -0.060 2.464 0.441
H 1.222 1.286 0.553
H 2.596 2.822 1.891
H 2.045 3.638 0.446
H 1.767 5.070 2.471
H 0.262 4.779 1.627
H 1.167 2.892 5.395
H 2.080 4.284 4.827
H 2.319 2.739 4.059
H -1.103 5.324 3.594
H 0.346 5.674 4.510
H -0.822 4.514 5.144
H -1.571 0.104 2.755
H -0.578 -0.297 1.350
H -1.748 0.997 1.239
*
```

E_LUMO (alpha / beta) in eV: 2.70 / 2.46
⟨S²⟩: 0.754
E_tot in eV: -39464.6452



(3)
Formula: C16H34BCuNP2
Source: the OMol25 dataset
Level of theory: the ωB97M-V functional and the def2-TZVPD basis

Geometry as ORCA input:
```
! wB97M-V def2-TZVPD RIJCOSX def2/J DEFGRID3
* xyz 0 2
P 4.337 -0.227 -2.496
P 5.104 -2.800 -0.265
C 6.018 -0.722 -1.878
C 6.221 -2.225 -1.606
H 6.246 -0.109 -0.993
H 6.710 -0.392 -2.657
H 6.048 -2.841 -2.500
H 7.244 -2.417 -1.258
C 6.044 -2.136 1.202
H 5.425 -2.025 2.106
H 6.520 -1.175 0.948
H 6.820 -2.871 1.433
C 5.099 -4.577 0.088
H 6.086 -4.925 0.399
H 4.755 -5.151 -0.784
H 4.408 -4.736 0.929
C 4.343 1.556 -2.627
H 3.334 1.948 -2.869
H 5.029 1.833 -3.440
H 4.703 2.015 -1.694
C 4.387 -0.932 -4.159
H 4.439 -2.029 -4.136
H 5.288 -0.552 -4.664
H 3.514 -0.609 -4.735
Cu 1.224 1.634 -2.039
C 1.128 -1.970 1.468
C 2.128 -1.267 2.008
C 3.235 -0.645 1.231
C 2.932 -0.246 -0.211
C 3.214 -1.236 -1.377
C 3.477 -2.735 -1.041
C 2.221 -3.428 -0.410
C 1.058 -2.537 0.092
C 0.776 1.950 -3.897
H 0.283 -2.226 2.115
H 2.218 -1.144 3.094
H 4.079 -1.333 1.165
H 3.589 0.256 1.769
H 1.888 0.066 -0.264
H 3.454 0.716 -0.381
H 2.310 -1.214 -2.010
H 3.651 -3.263 -1.992
H 2.515 -4.169 0.357
H 1.781 -4.000 -1.245
H 0.826 -1.741 -0.627
H 0.176 -3.192 0.079
H -0.027 1.235 -4.160
H 1.629 1.876 -4.575
H 0.341 2.969 -3.866
B -1.456 0.646 1.400
C -0.444 1.086 0.343
N 0.303 1.439 -0.486
H -2.415 0.129 0.850
H -1.795 1.658 1.999
H -0.922 -0.139 2.166
*
```

E_LUMO (alpha / beta) in eV: -0.12 / -0.30
⟨S²⟩: 0.752
E_tot in eV: -82520.8190
Energy above the lowest of the compared OMol25 structures with the same formula, charge and spin in kcal/mol: 0.0



(4)
Formula: C16H34BNP2Sn
Source: the OMol25 dataset
Level of theory: the ωB97M-V functional and the def2-TZVPD basis

Geometry as ORCA input:
```
! wB97M-V def2-TZVPD RIJCOSX def2/J DEFGRID3
* xyz 0 1
P 2.004 1.702 0.742
P -0.344 1.227 -2.546
C 2.117 1.764 -1.083
C 0.885 2.410 -1.785
H 2.294 0.748 -1.474
H 3.044 2.297 -1.327
H 0.315 2.993 -1.043
H 1.223 3.094 -2.574
C 0.739 0.644 -3.950
H 0.248 -0.181 -4.486
H 1.728 0.307 -3.621
H 0.872 1.481 -4.644
C -1.290 2.383 -3.605
H -0.803 2.509 -4.583
H -1.384 3.356 -3.112
H -2.279 1.944 -3.767
C 3.589 1.512 1.565
H 3.446 1.060 2.560
H 4.093 2.473 1.707
H 4.249 0.851 0.992
C 1.046 3.019 1.551
H 0.182 3.345 0.949
H 1.682 3.893 1.736
H 0.671 2.667 2.530
Sn -3.878 0.645 1.770
C -0.392 -1.869 -1.317
C 0.830 -1.982 -1.838
C 2.158 -1.868 -1.171
C 2.153 -2.170 0.355
C 2.132 -0.988 1.178
C 1.178 0.114 1.176
C -0.269 -0.019 0.568
C -0.755 -1.411 0.086
C -2.567 -0.396 3.228
H -1.255 -2.168 -1.929
H 0.949 -2.201 -2.917
H 2.532 -0.836 -1.369
H 2.889 -2.559 -1.634
H 1.398 -2.919 0.631
H 3.142 -2.629 0.588
H 2.867 -0.981 1.979
H 0.990 0.316 2.248
H -0.445 0.726 -0.226
H -0.993 0.275 1.353
H -0.505 -2.167 0.847
H -1.851 -1.377 0.124
H -2.794 -0.029 4.249
H -1.527 -0.149 2.984
H -2.756 -1.483 3.174
B -5.256 -3.721 2.629
C -5.277 -2.225 2.283
N -5.282 -1.076 2.023
H -4.592 -4.331 1.801
H -6.396 -4.167 2.660
H -4.753 -3.852 3.735
*
```

E_LUMO (alpha / beta) in eV: -1.71 / -1.71
E_tot in eV: -43712.1796
Energy above the lowest of the compared OMol25 structures with the same formula, charge and spin in kcal/mol: 19.5